No. 1
11
Properties=species:S:1:pos:R:3:forces:R:3:mulliken_charge:R:1 method="wB97M-V/def2-TZVPD" gap_ev=10.7 de_lowest_kj_mol=147.3 smiles="O=CCNC=O" max_force_ev_per_a=2.56 total_energy_ev=-8776.168 homo_ev=-9.965
O 0.1004 0.6523 -1.8607 -0.43 0.01 0.24 -0.437
C -0.8331 0.8200 -1.1225 0.44 -0.19 -0.16 0.102
C -0.9647 0.1572 0.2474 0.25 -0.25 0.03 -0.482
N 0.1125 -0.7829 0.5888 0.47 0.09 0.05 -0.165
C 1.4239 -0.4902 0.8124 0.66 -0.08 0.16 0.105
O 2.0036 0.5554 0.9366 -0.40 -0.05 0.03 -0.518
H -1.6741 1.5000 -1.4024 0.19 -0.17 0.19 0.318
H -0.9993 0.9838 0.9822 0.24 -0.38 -0.15 0.263
H -1.9613 -0.3048 0.3053 0.39 -0.15 0.01 0.347
H 0.2740 -1.7783 0.4253 -2.47 0.25 -0.59 0.237
H 1.8897 -1.5223 0.8716 0.67 0.93 0.19 0.229


No. 2
11
Properties=species:S:1:pos:R:3:forces:R:3:mulliken_charge:R:1 method="wB97M-V/def2-TZVPD" gap_ev=10.6 de_lowest_kj_mol=180.9 smiles="[H]/N=C/OCC=O" max_force_ev_per_a=0.92 total_energy_ev=-8775.819 homo_ev=-9.782
N -0.0090 -1.4784 -0.6341 -0.40 0.25 0.15 -0.557
C -1.0827 -0.8101 -0.6511 0.47 -0.44 -0.26 0.136
O -1.1404 0.4730 -0.2942 -0.39 0.07 -0.03 -0.378
C -0.0914 1.0933 0.4426 0.00 0.37 0.12 -0.313
C 1.2690 0.4327 0.5117 0.54 -0.35 0.66 0.088
O 1.7878 0.1823 1.5757 -0.30 0.19 -0.46 -0.485
H -0.0986 -2.4432 -0.9348 -0.24 0.13 0.01 0.222
H -2.0809 -1.1153 -0.9861 0.27 -0.14 0.04 0.389
H -0.4628 1.2916 1.4566 0.20 -0.19 -0.20 0.277
H 0.0735 2.0475 -0.0633 -0.03 0.11 0.08 0.254
H 1.8353 0.3264 -0.4231 -0.12 0.00 -0.10 0.366


No. 3
11
Properties=species:S:1:pos:R:3:forces:R:3:mulliken_charge:R:1 method="wB97M-V/def2-TZVPD" gap_ev="7.2 / 7.2" de_lowest_kj_mol=430.9 smiles="[H]/N=C(/O)C(=C)O" max_force_ev_per_a=3.91 total_energy_ev=-8773.229 homo_ev="-7.671 / -7.672"
C -0.8043 0.4105 0.1362 -3.30 -0.99 -1.84 0.471
C 0.6062 0.3123 -0.0157 2.40 -2.28 -0.98 0.296
C 0.9137 -1.0415 -0.0304 2.63 2.00 0.97 -0.544
O -1.4342 1.5955 0.0522 1.24 -0.02 0.32 -0.448
O 1.3879 1.2932 -0.5875 -0.43 -0.14 0.54 -0.473
N -1.4482 -0.7234 -0.0880 -1.31 1.54 2.34 -0.780
H -2.3722 1.4279 -0.1156 -0.01 -0.42 0.16 0.412
H 2.3013 1.1708 -0.2980 -0.23 -0.03 -0.09 0.364
H -1.5676 -1.3177 0.7411 -0.39 0.00 -0.79 0.218
H 0.6114 -1.7300 0.7491 -0.82 0.02 -0.62 0.181
H 1.8060 -1.3977 -0.5434 0.22 0.33 -0.01 0.303


No. 4
11
Properties=species:S:1:pos:R:3:forces:R:3:mulliken_charge:R:1 method="wB97M-V/def2-TZVPD" gap_ev=11.1 de_lowest_kj_mol=426.5 smiles="C=C(C)[N+](=O)[O-]" max_force_ev_per_a=3.94 total_energy_ev=-8773.274 homo_ev=-10.660
C -0.7689 -0.5164 1.1805 0.04 -0.23 0.12 -0.731
C 0.1027 -0.7096 0.2268 1.91 -1.83 0.02 0.526
C 0.4794 0.0019 -1.0049 0.09 0.15 -0.15 -1.000
N 1.1461 -2.0974 0.4122 -2.68 2.89 -0.04 0.857
O 0.8963 -2.7833 1.3569 0.28 -0.69 0.42 -0.571
O 1.9904 -2.2290 -0.4218 0.61 -0.43 -0.22 -0.573
H -0.8556 -1.1875 2.0177 0.09 -0.18 0.08 0.301
H -1.4367 0.3273 1.1444 -0.09 0.20 -0.09 0.270
H 1.4982 -0.2702 -1.2803 -0.09 0.10 -0.02 0.344
H 0.4272 1.0802 -0.8723 -0.09 0.04 0.04 0.330
H -0.1718 -0.2870 -1.8250 -0.07 -0.01 -0.16 0.245


No. 5
11
Properties=species:S:1:pos:R:3:forces:R:3:mulliken_charge:R:1 method="wB97M-V/def2-TZVPD" gap_ev=11.3 de_lowest_kj_mol=151.2 smiles="[H]/N=C(/C)OC=O" max_force_ev_per_a=1.03 total_energy_ev=-8776.128 homo_ev=-10.527
C 0.1364 -0.0344 1.5199 0.06 -0.11 0.14 -0.934
C 0.2213 -0.5162 0.1088 0.74 -0.50 0.20 0.622
N 1.2674 -0.8919 -0.4682 -0.19 -0.76 0.67 -0.612
O -0.9951 -0.3950 -0.5890 0.28 0.51 0.05 -0.315
C -0.7476 0.6712 -1.4218 0.07 0.49 -0.85 0.129
O 0.1992 0.7775 -2.1438 -0.95 0.18 0.12 -0.433
H -0.0158 -0.9153 2.1449 0.00 0.11 0.20 0.255
H -0.6905 0.6590 1.6987 0.14 -0.15 -0.20 0.306
H 1.0823 0.4351 1.7911 -0.07 -0.14 0.04 0.321
H 1.0300 -1.2388 -1.3961 0.31 0.24 -0.01 0.288
H -1.4877 1.4488 -1.2442 -0.40 0.13 -0.37 0.375


No. 6
11
Properties=species:S:1:pos:R:3:forces:R:3:mulliken_charge:R:1 method="wB97M-V/def2-TZVPD" gap_ev=11.0 de_lowest_kj_mol=358.3 smiles="COC#N.C=O" max_force_ev_per_a=4.41 total_energy_ev=-8773.982 homo_ev=-10.323
C 0.8924 1.6435 0.1353 1.36 -0.44 0.16 0.660
C -1.7845 0.8265 -0.1481 -0.51 2.15 -1.74 -0.119
C 1.7042 -0.5186 -0.1719 -2.11 -3.68 1.20 -0.626
N 0.4925 2.6733 -0.2132 0.26 -0.55 0.06 -0.537
O -1.0441 0.4630 0.7017 0.47 -0.84 0.78 -0.390
O 1.5253 0.5890 0.5995 0.37 3.46 1.67 -0.344
H -2.8312 0.5023 -0.1159 -0.25 -0.04 -0.41 0.292
H -1.4326 1.6423 -0.9559 -0.82 -1.69 1.39 0.215
H 0.7751 -0.6480 -0.6504 -1.07 -0.58 -1.24 0.280
H 1.7369 -1.4602 0.5018 0.48 1.77 -0.84 0.245
H 2.4602 -0.5197 -0.8808 1.81 0.44 -1.03 0.323


No. 7
11
Properties=species:S:1:pos:R:3:forces:R:3:mulliken_charge:R:1 method="wB97M-V/def2-TZVPD" gap_ev=10.8 de_lowest_kj_mol=296.7 max_force_ev_per_a=3.65 total_energy_ev=-8774.620 homo_ev=-10.355
O 0.1799 1.3816 1.3497 0.67 0.87 -1.29 -0.482
C 0.2684 0.5066 0.2806 0.61 -0.32 -1.78 0.233
C 0.9070 -0.8645 0.3121 0.23 -0.20 0.06 -0.400
O -0.1755 -1.3436 -0.5363 -0.19 -0.41 -0.15 -0.376
C -0.8825 -0.1624 -0.4071 -0.42 -0.01 -0.21 0.274
N -1.9986 0.2073 -0.8351 0.37 -0.33 0.11 -0.638
H 0.5662 1.9658 0.6541 -0.49 1.99 3.03 0.431
H 0.7845 1.1213 -0.5411 -0.48 -1.38 0.20 0.202
H 1.8776 -0.9050 -0.1865 -0.14 -0.30 0.06 0.212
H 0.9287 -1.3752 1.2774 -0.10 0.09 -0.10 0.266
H -2.4557 -0.5319 -1.3678 -0.07 -0.02 0.08 0.277


No. 8
11
Properties=species:S:1:pos:R:3:forces:R:3:mulliken_charge:R:1 method="wB97M-V/def2-TZVPD" gap_ev=11.0 de_lowest_kj_mol=298.6 smiles="O=C(O)[C@@H]1CN1" max_force_ev_per_a=5.61 total_energy_ev=-8774.599 homo_ev=-10.384
C 1.0614 -0.1430 -1.0232 3.08 1.45 -1.29 0.328
C -0.3238 0.1322 -0.5875 -2.51 1.13 2.54 -0.092
C -0.4199 0.7178 0.8120 5.02 2.30 1.01 -0.264
H 0.4796 -1.5964 -0.0242 4.02 1.01 0.13 0.462
H -1.1606 0.5218 -1.1381 0.25 -0.30 -0.88 0.420
H -1.0638 1.4408 1.1671 -1.98 1.45 -0.13 0.349
H 0.6210 1.0287 1.2840 -1.84 -1.17 -0.81 0.163
H -1.6946 -0.9132 0.8501 -0.29 0.51 -0.32 0.207
N -0.7457 -0.5888 0.7450 0.45 -3.16 -1.86 -0.521
O 1.5167 -1.2321 -0.3143 -3.65 0.17 -1.20 -0.477
O 1.7298 0.6320 -1.7709 -2.54 -3.36 2.81 -0.574